C38H35FeGe2N4OS as an isolated structure, computed with ωB97M-V/def2-TZVPD.

The total energy comes out at -206236.288 eV. The calculation puts the HOMO energy (spin up / spin down) at -6.6840 / -6.7934 eV. As for the multiplicity: 2. For the lowest unoccupied orbital energy (spin up / spin down), the calculation gives -0.01397 / -0.01538 Eh. For the orbital gap (spin up / spin down), the calculation gives 6.30 / 6.37 eV. Its largest force on an atom is 0.042 hartree/bohr. As for the charge: 0.

Last column: Mulliken charge in e.
Element x y z (Å)
Fe  -0.240121  -0.025389  -0.287758  -1.024
C  -1.681240  0.828930  -4.165065  -1.213
C  -1.012283  0.163514  -3.161492  0.472
N  -1.254468  0.379414  -1.860554  0.657
C  -2.237253  1.232331  -1.518013  -0.346
C  -2.971408  1.971291  -2.479323  0.648
C  -2.656986  1.761581  -3.836603  -0.840
C  -3.952956  2.871597  -2.024883  -1.093
C  -4.171297  3.041831  -0.666114  -0.865
C  -3.478024  2.308399  0.274981  -1.217
C  -2.522390  1.352425  -0.129593  1.089
N  -1.793508  0.516127  0.619400  1.180
C  -1.769646  0.293243  1.944509  -0.051
C  -2.769419  0.574781  2.900297  -0.522
C  -2.514681  0.401519  4.245524  -1.149
C  -1.292869  -0.077500  4.686947  -1.013
C  -0.302656  -0.460520  3.767385  1.126
C  0.948547  -0.978890  4.152957  -1.067
C  1.871515  -1.300981  3.170344  -1.235
C  1.546041  -1.126336  1.842525  -0.191
N  0.354489  -0.639967  1.442981  1.283
C  -0.554452  -0.299056  2.382262  -0.002
H  -1.445347  0.613850  -5.197428  0.504
H  -0.243831  -0.560825  -3.386421  0.295
H  -3.186530  2.315114  -4.596636  0.465
H  -4.500806  3.455538  -2.748942  0.426
H  -4.875122  3.787602  -0.325516  0.417
H  -3.620100  2.504563  1.323724  0.575
H  -3.738688  0.923979  2.580438  0.659
H  -3.278078  0.676252  4.959248  0.428
H  -1.086212  -0.188967  5.740137  0.452
H  1.168817  -1.110353  5.198934  0.479
H  2.842909  -1.686675  3.441809  0.552
H  2.240502  -1.386900  1.055672  0.189
O  0.500123  1.766640  0.380163  -0.645
N  1.800322  1.768288  0.516415  0.325
C  2.392311  2.284266  1.613914  -0.203
C  3.750980  2.292500  1.736834  -0.889
C  4.555345  1.762061  0.711453  -0.448
C  3.946063  1.185163  -0.380006  -0.682
C  2.559829  1.164403  -0.466847  0.283
S  1.669457  0.401115  -1.693036  -0.139
H  1.710240  2.677973  2.347502  0.493
H  4.209121  2.715705  2.615287  0.427
H  5.628445  1.806488  0.790053  0.433
H  4.516094  0.746577  -1.185064  0.488
C  3.666288  -2.878823  -0.969456  -1.218
Ge  1.984368  -3.255728  -1.989369  1.661
C  2.172756  -2.440863  -3.801039  -1.257
C  1.909090  -5.243829  -2.273101  -1.331
Ge  -0.005366  -2.212117  -0.877684  0.267
C  -0.473881  -3.389525  0.661923  0.579
C  -1.667295  -3.213648  1.351252  0.213
C  -2.099071  -4.152802  2.268760  -1.174
C  -1.350062  -5.297556  2.490921  -0.598
C  -0.123830  -5.450885  1.868300  -0.839
C  0.316958  -4.483341  0.984038  -0.331
C  -1.614974  -2.633926  -2.007139  0.119
C  -1.564629  -3.475441  -3.109628  -0.239
C  -2.707978  -3.774840  -3.831673  -0.726
C  -3.921990  -3.219791  -3.471143  -0.687
C  -3.984130  -2.363032  -2.384689  -0.925
C  -2.841006  -2.080633  -1.661481  0.226
H  4.509469  -3.296391  -1.511946  0.522
H  3.643356  -3.331608  0.019146  0.364
H  3.827781  -1.809981  -0.860369  0.152
H  3.053618  -2.818375  -4.311634  0.512
H  2.259899  -1.361928  -3.719481  0.334
H  1.304046  -2.671562  -4.412017  0.364
H  2.907076  -5.588277  -2.528276  0.481
H  1.246315  -5.489213  -3.096850  0.403
H  1.571462  -5.779989  -1.392741  0.402
H  -2.266296  -2.333304  1.157390  0.266
H  -3.027190  -4.008467  2.805745  0.453
H  -1.720470  -6.066977  3.150390  0.385
H  0.473974  -6.329112  2.070326  0.427
H  1.281646  -4.585860  0.504809  0.272
H  -0.614564  -3.900943  -3.406657  -0.010
H  -2.657270  -4.429270  -4.690870  0.435
H  -4.810788  -3.434666  -4.046643  0.376
H  -4.922903  -1.905046  -2.111754  0.469
H  -2.890831  -1.399627  -0.822207  0.142

Atoms 1-3, force components in eV/Å:
Fe 1.5 1.0 -1.2
C -1.0 0.8 -0.4
C 0.2 -0.1 1.5

C38H35GeN3O3SW as an isolated structure, computed with ωB97M-V/def2-TZVPD.

The total energy comes out at -119762.910 eV. The calculation puts the HOMO energy (spin up / spin down) at -5.8246 / -6.0843 eV. As for the multiplicity: 1. For the lowest unoccupied orbital energy (spin up / spin down), the calculation gives -0.00105 / -0.00385 Eh. For the orbital gap (spin up / spin down), the calculation gives 5.80 / 5.98 eV. Its largest force on an atom is 0.019 hartree/bohr. As for the charge: 0.

Last column: Mulliken charge in e.
Element x y z (Å)
W  0.366932  0.474735  0.198052  0.829
N  -1.836839  -3.026408  1.011549  -0.418
C  -1.359527  -1.848201  0.597501  0.519
O  -0.316735  -1.389881  1.093041  -0.571
C  -2.071362  -1.084620  -0.482863  -0.793
C  -1.718689  0.395297  -0.288306  -0.993
H  -1.344314  -3.523453  1.735367  0.244
H  -2.693985  -3.395924  0.645011  0.206
H  -3.141984  -1.314064  -0.472320  0.535
H  -1.678187  -1.457081  -1.435044  0.252
H  -2.235037  0.738334  0.620799  0.172
H  -2.073316  1.014420  -1.114669  0.495
C  -3.885927  4.907236  5.829176  -1.532
C  -2.802986  4.067994  5.209601  0.959
C  -2.999657  3.451258  3.975078  -0.954
C  -1.997118  2.699931  3.386570  -0.153
C  -0.778618  2.561188  4.033939  -0.460
C  -0.557937  3.169141  5.258760  -0.241
C  -1.573101  3.911649  5.841982  -0.761
S  0.498152  1.568217  3.312891  1.595
O  0.039917  0.207662  3.312693  -0.729
O  1.720987  1.899090  3.992055  -0.744
N  0.530937  1.977746  1.734584  0.394
C  0.873760  3.294880  1.386124  0.020
C  1.132578  4.357333  2.218471  -0.505
C  1.408687  5.632178  1.677378  -1.089
C  1.451524  5.851561  0.332145  -0.945
C  1.229833  4.770601  -0.553267  1.086
C  1.351700  4.872960  -1.954865  -0.796
C  1.193055  3.751867  -2.717415  -0.891
C  0.896029  2.529542  -2.099137  -0.074
N  0.759642  2.392826  -0.791826  0.205
C  0.931653  3.507864  -0.017637  0.002
H  -4.873906  4.574610  5.512214  0.374
H  -3.780412  5.953573  5.534056  0.287
H  -3.843677  4.867202  6.917306  0.382
H  -3.952185  3.563619  3.470694  0.373
H  -2.153948  2.226099  2.425969  0.222
H  0.403058  3.054792  5.742630  0.532
H  -1.404936  4.380444  6.804419  0.378
H  1.147128  4.233135  3.290099  0.497
H  1.600443  6.448973  2.361858  0.386
H  1.678621  6.828749  -0.074593  0.431
H  1.591875  5.829164  -2.403334  0.432
H  1.299048  3.776075  -3.792926  0.425
H  0.782180  1.625248  -2.679962  0.508
C  1.491153  -0.436478  -1.043542  -0.996
Ge  3.389446  -0.291243  -0.656922  2.260
C  4.386619  -1.447095  -1.884587  -0.224
C  5.424334  -2.261265  -1.437768  -0.248
C  6.143119  -3.054106  -2.323919  -0.646
C  5.832154  -3.045348  -3.676382  -0.443
C  4.794386  -2.245920  -4.137728  -0.729
C  4.079566  -1.458405  -3.245723  -0.411
C  4.080414  1.532037  -0.915740  -0.518
C  4.720234  1.919831  -2.092798  -0.470
C  5.184275  3.218939  -2.262001  -0.617
C  5.022719  4.154484  -1.248895  -0.743
C  4.399784  3.781886  -0.065418  -0.728
C  3.935347  2.482741  0.095410  0.306
C  3.818816  -0.729828  1.196007  -0.026
C  5.060745  -0.346528  1.710171  -0.261
C  5.396660  -0.611852  3.029112  -0.739
C  4.486000  -1.253189  3.861364  -0.542
C  3.247581  -1.630982  3.368403  -0.391
C  2.920225  -1.378159  2.042056  -0.385
H  1.300693  -1.029665  -1.939150  0.627
H  5.679680  -2.283138  -0.383681  0.284
H  6.947023  -3.680271  -1.957280  0.392
H  6.391928  -3.662243  -4.367975  0.372
H  4.541652  -2.237922  -5.190857  0.388
H  3.265152  -0.845961  -3.621751  0.380
H  4.873424  1.204120  -2.892630  0.348
H  5.681424  3.494543  -3.184331  0.413
H  5.390734  5.165001  -1.377537  0.398
H  4.269291  4.498845  0.735817  0.471
H  3.463894  2.216348  1.037043  0.577
H  5.769774  0.181139  1.080514  0.446
H  6.361071  -0.306071  3.415499  0.408
H  4.741426  -1.442601  4.896464  0.375
H  2.523290  -2.105475  4.018328  0.383
H  1.943909  -1.662332  1.666676  0.200

Atoms 1-3, force components in eV/Å:
W 0.0 0.5 -0.9
N 0.0 0.0 0.0
C 0.1 0.0 0.0

C38H35N2P2PtSSi as an isolated structure, computed with ωB97M-V/def2-TZVPD.

The total energy comes out at -83488.594 eV. The calculation puts the HOMO energy at -9.4225 eV. As for the multiplicity: 1. For the lowest unoccupied orbital energy, the calculation gives -0.13784 Eh. For the orbital gap, the calculation gives 5.67 eV. Its largest force on an atom is 0.027 hartree/bohr. As for the charge: +1.

Last column: Mulliken charge in e.
Element x y z (Å)
Pt  0.036400  -0.211700  0.658300  3.093
C  -1.338800  3.390700  0.187200  -1.534
Si  0.085500  2.140800  0.505000  0.295
C  1.427000  2.316900  -0.857800  0.381
C  1.477400  3.416600  -1.705300  -0.632
C  2.453300  3.528100  -2.681300  -0.824
C  3.409300  2.535500  -2.828100  -0.956
C  3.373100  1.424900  -2.005300  -0.265
C  2.378400  1.304500  -1.039500  -0.614
P  2.358300  -0.153900  0.038600  -0.022
C  3.113700  -1.486500  -0.927100  0.682
C  4.043600  -2.373900  -0.389800  -0.502
C  4.503500  -3.433100  -1.151600  -0.752
C  4.046500  -3.617100  -2.447400  -0.563
C  3.131300  -2.725600  -2.989500  -0.978
C  2.652800  -1.675700  -2.231300  -0.243
C  3.524800  0.260900  1.372900  1.326
C  4.202000  1.477200  1.347200  -0.545
C  5.039800  1.830700  2.388400  -0.615
C  5.195400  0.989300  3.476200  -0.872
C  4.524800  -0.222800  3.510400  -0.815
C  3.705100  -0.593500  2.460900  -0.707
C  0.854500  2.646900  2.185300  0.232
C  1.917500  3.542300  2.159700  -0.296
C  2.437100  4.081800  3.321600  -0.826
C  1.887200  3.734800  4.542700  -0.946
C  0.847400  2.827000  4.592100  -0.830
C  0.348300  2.246300  3.427700  0.737
P  -1.194500  1.268200  3.598800  -0.345
C  -0.852200  -0.354300  2.754400  0.621
C  -1.991600  -1.073100  2.325500  -0.814
C  -1.904400  -2.404900  1.952200  -0.920
C  -0.679100  -3.062700  1.979000  -0.846
C  0.458500  -2.380900  2.387100  -0.564
C  0.388100  -1.043400  2.788100  -0.354
C  -1.042600  0.505900  5.272300  0.766
C  -2.227700  0.357500  5.986200  -0.502
C  -2.242000  -0.326900  7.188900  -0.630
C  -1.071900  -0.874200  7.684900  -0.535
C  0.118900  -0.705500  6.996400  -0.850
C  0.138100  -0.017600  5.797300  0.166
H  -0.967700  4.397800  0.344000  0.465
H  -2.146200  3.230400  0.892900  0.427
H  -1.731300  3.321300  -0.822400  0.427
H  0.749500  4.206100  -1.590400  0.434
H  2.470000  4.390400  -3.331200  0.447
H  4.179500  2.628100  -3.578800  0.454
H  4.115900  0.646800  -2.110100  0.597
H  4.420900  -2.227400  0.611200  0.388
H  5.222100  -4.122400  -0.731900  0.447
H  4.401800  -4.458500  -3.025500  0.412
H  2.785700  -2.852800  -4.003700  0.426
H  1.924800  -0.989700  -2.643100  0.527
H  4.069800  2.143600  0.508600  0.297
H  5.568200  2.771500  2.355800  0.475
H  5.832700  1.280100  4.296500  0.425
H  4.637100  -0.875400  4.362500  0.499
H  3.199400  -1.548300  2.486100  0.251
H  2.319800  3.851300  1.205900  0.410
H  3.244000  4.796500  3.265200  0.484
H  2.252000  4.180800  5.454400  0.449
H  0.402400  2.579700  5.545500  0.559
H  -2.956800  -0.581200  2.355300  0.382
H  -2.795600  -2.938200  1.657800  0.470
H  -0.611500  -4.097800  1.685700  0.464
H  1.404800  -2.904400  2.424200  0.450
H  1.254600  -0.553100  3.218900  0.184
H  -3.142600  0.783200  5.598400  0.387
H  -3.164200  -0.441700  7.738100  0.427
H  -1.076700  -1.438700  8.604800  0.402
H  1.030400  -1.123300  7.402000  0.422
H  1.079300  0.121300  5.283300  0.461
N  -2.859500  0.170100  -0.854000  -0.133
C  -2.301400  -0.634400  -1.757600  0.963
N  -2.983100  -0.984800  -2.849800  -0.418
S  -0.748800  -1.260700  -1.546200  -0.479
H  -3.736200  0.639600  -1.025400  0.232
H  -2.262900  0.489700  -0.088200  -0.544
H  -3.925100  -0.668400  -3.013700  0.205
H  -2.555500  -1.613200  -3.506700  0.226

Atoms 1-3, force components in eV/Å:
Pt 0.5 -0.3 -0.3
C 0.3 -1.2 -0.1
Si 1.3 0.0 0.2

Q: Among the records above, which one has the highest charge?
A: C38H35N2P2PtSSi

Q: multiplicity of number 2 (C38H35GeN3O3SW)?
A: 1

Q: Which of these has the highest charge?
A: C38H35N2P2PtSSi